(1)
Entry from the Open Molecules 2025 dataset: a cluster of 9 separate species, C30H68O21S4 in total at a distorted geometry (ωB97M-V/def2-TZVPD).

Last column: Löwdin charge in e.
Cartesian coordinates (Å):
C: 11.9823 -8.8538 -26.4673  -0.039
C: 12.8201 -9.6135 -27.4664  -0.248
O: 14.2034 -9.2407 -27.3388  -0.245
S: 15.2378 -10.0380 -28.2618  0.565
C: 15.5974 -11.3718 -27.1828  -0.098
O: 14.5535 -10.4528 -29.4514  -0.276
O: 16.4075 -9.2230 -28.3608  -0.269
H: 12.1378 -7.7824 -26.5772  0.079
H: 12.3465 -9.1591 -25.4843  0.077
H: 10.9524 -9.1598 -26.6127  0.088
H: 12.6704 -10.6934 -27.3404  0.116
H: 12.4593 -9.4028 -28.4769  0.101
H: 16.1122 -10.8400 -26.3866  0.031
H: 16.3127 -12.0247 -27.6865  0.063
H: 14.7584 -11.9688 -26.8521  0.061
C: 15.8859 -6.8815 -30.3779  -0.060
C: 16.8450 -7.2203 -31.4832  -0.253
O: 17.8359 -6.1698 -31.5927  -0.246
S: 18.9245 -6.3759 -32.7324  0.575
C: 18.0731 -5.6708 -34.1539  -0.105
O: 20.0383 -5.5474 -32.4196  -0.263
O: 19.1008 -7.7878 -32.9376  -0.293
H: 16.3660 -6.8801 -29.4062  0.075
H: 15.0709 -7.6022 -30.3873  0.070
H: 15.4560 -5.8876 -30.5416  0.088
H: 17.4168 -8.1057 -31.2075  0.090
H: 16.3413 -7.4084 -32.4320  0.122
H: 17.1760 -6.2400 -34.3522  0.061
H: 18.8048 -5.5628 -34.9427  0.070
H: 17.8067 -4.6813 -33.7773  0.071
C: 17.4024 -7.4595 -20.9792  -0.069
C: 16.1656 -8.0798 -21.6122  -0.267
O: 16.5804 -9.2657 -22.3041  -0.262
S: 15.7819 -9.7219 -23.6177  0.584
C: 16.3783 -8.4625 -24.7525  -0.085
O: 16.3007 -11.0065 -23.9627  -0.278
O: 14.3911 -9.5027 -23.3703  -0.267
H: 17.8892 -8.1538 -20.2940  0.080
H: 17.1787 -6.4928 -20.5298  0.080
H: 18.1760 -7.2489 -21.7291  0.078
H: 15.4570 -8.2840 -20.8092  0.124
H: 15.7508 -7.3658 -22.3274  0.107
H: 16.0250 -8.7316 -25.7434  0.038
H: 17.4419 -8.2545 -24.6762  0.067
H: 15.8607 -7.5436 -24.4723  0.070
C: 13.6841 -14.6853 -25.6866  -0.072
C: 12.2475 -14.2918 -25.8219  -0.262
O: 12.0806 -13.0225 -25.1711  -0.246
S: 10.6319 -12.3475 -25.2201  0.567
C: 9.6399 -13.5800 -24.3839  -0.115
O: 10.6821 -11.1808 -24.4096  -0.254
O: 10.2323 -12.3054 -26.5942  -0.282
H: 14.3696 -14.0123 -26.2060  0.057
H: 13.8909 -15.7020 -26.0226  0.087
H: 14.0789 -14.6371 -24.6654  0.087
H: 11.9360 -14.2412 -26.8653  0.108
H: 11.6230 -15.0356 -25.3138  0.113
H: 8.6748 -13.1317 -24.1691  0.074
H: 10.1399 -13.8336 -23.4531  0.078
H: 9.5378 -14.4380 -25.0388  0.062
C: 11.1400 -8.0428 -30.5304  -0.039
O: 10.3397 -8.0051 -29.3628  0.009
C: 10.4526 -6.9153 -28.6434  -0.715
O: 11.2269 -6.0514 -28.8337  0.154
O: 9.5725 -6.9668 -27.6767  0.007
C: 9.6811 -5.9652 -26.6787  -0.036
H: 12.1795 -7.7808 -30.3308  0.088
H: 10.7172 -7.3537 -31.2579  0.102
H: 11.1376 -9.0661 -30.8898  0.097
H: 10.7215 -5.8467 -26.3862  0.092
H: 9.1387 -6.2824 -25.7888  0.097
H: 9.2020 -5.0514 -27.0248  0.100
C: 18.6508 -14.9635 -29.4051  -0.042
O: 18.4258 -14.0020 -30.4219  0.016
C: 18.4850 -12.7375 -30.0424  -0.662
O: 18.4316 -12.3679 -28.9099  0.127
O: 18.6530 -12.0007 -31.0975  0.036
C: 18.6170 -10.5676 -30.9312  -0.001
H: 17.7177 -15.1144 -28.8609  0.072
H: 19.4153 -14.6846 -28.6791  0.067
H: 18.9696 -15.8744 -29.8998  0.105
H: 19.4635 -10.2465 -30.3233  0.109
H: 17.6688 -10.2403 -30.5013  0.076
H: 18.6924 -10.1333 -31.9237  0.081
C: 21.5498 -10.2539 -25.3339  -0.159
C: 20.5016 -10.9118 -26.2377  -0.153
C: 19.2170 -10.2511 -25.7420  -0.213
O: 19.5881 -8.9224 -25.4313  -0.151
C: 20.9403 -8.8933 -24.9698  -0.185
H: 22.5580 -10.2130 -25.7392  0.106
H: 21.6245 -10.8729 -24.4295  0.109
H: 20.3937 -11.9880 -26.1124  0.099
H: 20.7531 -10.7251 -27.2834  0.111
H: 18.8082 -10.8188 -24.8919  0.114
H: 18.3957 -10.2480 -26.4617  0.108
H: 21.0333 -8.6618 -23.9053  0.113
H: 21.4007 -8.0818 -25.5448  0.118
C: 19.4586 -15.2652 -26.1717  -0.170
C: 18.1400 -14.4993 -26.0397  -0.139
C: 17.1984 -15.5837 -25.4651  -0.208
O: 18.0132 -16.6763 -25.0671  -0.146
C: 19.0531 -16.7334 -26.0768  -0.168
H: 20.2181 -15.0289 -25.4303  0.113
H: 19.9640 -15.0639 -27.1327  0.085
H: 17.7859 -14.1032 -26.9913  0.073
H: 18.2677 -13.6743 -25.3393  0.107
H: 16.4587 -15.9838 -26.1888  0.107
H: 16.5650 -15.2099 -24.6557  0.113
H: 18.5875 -17.1732 -26.9629  0.119
H: 19.8348 -17.3604 -25.6622  0.119
C: 13.9605 -15.4143 -30.2639  -0.153
C: 12.7334 -14.5366 -30.5368  -0.132
C: 12.8967 -13.3451 -29.5306  -0.177
O: 14.0384 -13.6347 -28.7370  -0.168
C: 14.8817 -14.5162 -29.4432  -0.200
H: 14.4641 -15.6439 -31.2110  0.111
H: 13.7467 -16.3826 -29.8185  0.106
H: 11.8095 -15.0698 -30.3342  0.102
H: 12.7525 -14.1168 -31.5393  0.106
H: 11.9589 -13.2615 -28.9806  0.106
H: 13.1046 -12.4060 -30.0482  0.102
H: 15.4678 -15.1338 -28.7545  0.107
H: 15.6034 -13.9508 -30.0488  0.123

- SMILES = CCOS(C)(=O)=O.CCOS(C)(=O)=O.CCOS(C)(=O)=O.CCOS(C)(=O)=O.COC(=O)OC.COC(=O)OC.C1CCOC1.C1CCOC1.C1CCOC1
- total energy (eV) = -118548.138
- gap between HOMO and LUMO (eV) = 9.831
- spin multiplicity = 1
- M (Da) = 893.121
- lowest unoccupied orbital energy (eV) = 0.37
- relative energy (zero: lowest compared OMol25 entry of this formula, charge and spin) (kJ/mol) = 0.00
- total charge = 0



(2)
Entry from the Open Molecules 2025 dataset: a cluster of 3 separate species, CH2N3O3 in total at a distorted geometry (ωB97M-V/def2-TZVPD).

Last column: natural (NBO) charge in e.
Cartesian coordinates (Å):
C: 0.5672 1.4447 -1.0768  0.619
N: -0.8070 -0.7401 -0.4306  -0.507
N: 0.3732 -1.5438 2.3582  0.191
N: 0.3427 -0.8743 -0.0624  0.026
O: 1.1556 0.8705 -0.1267  -0.643
O: 0.8593 2.5332 -1.4938  -0.729
O: -0.5372 -2.3655 2.3558  -0.302
H: -0.4277 0.8850 -1.4626  0.018
H: -1.5262 -0.2097 -0.0612  0.327

- total energy (eV) = -11677.719
- gap between HOMO and LUMO (spin up / spin down) (eV) = 6.713 / 7.486
- spin multiplicity = 1
- M (Da) = 104.045
- lowest unoccupied orbital energy (spin up / spin down) (eV) = 3.69 / 3.24
- relative energy (zero: lowest compared OMol25 entry of this formula, charge and spin) (kJ/mol) = 485.34
- total charge = -1



(3)
Entry from the Open Molecules 2025 dataset: a cluster of 2 separate species, C4H12 in total at a distorted geometry (ωB97M-V/def2-TZVPD).

Last column: natural (NBO) charge in e.
Cartesian coordinates (Å):
C: -0.4944 -1.7231 -1.0770  -0.615
C: -0.1200 -1.7878 -2.5357  -0.614
H: 0.2551 -1.1846 -0.4592  0.207
H: -1.5097 -1.2863 -0.9664  0.205
H: -0.4886 -2.6833 -0.6116  0.204
H: 0.4786 -2.7556 -2.6307  0.200
H: 0.5259 -1.0011 -2.8648  0.205
H: -0.9416 -1.7910 -3.2759  0.208
C: 0.3715 1.3750 2.4990  -0.625
C: 0.1578 1.9808 1.1425  -0.629
H: -0.5479 1.0121 2.9606  0.216
H: 1.3060 0.8200 2.4721  0.213
H: 0.6449 2.1514 3.2071  0.207
H: 0.0895 1.4892 0.1838  0.215
H: 0.9513 2.6876 0.7980  0.202
H: -0.6783 2.6965 1.1581  0.200

- SMILES = CC.CC
- total energy (eV) = -4341.679
- gap between HOMO and LUMO (eV) = 12.340
- spin multiplicity = 1
- M (Da) = 60.140
- lowest unoccupied orbital energy (eV) = 1.11
- relative energy (zero: lowest compared OMol25 entry of this formula, charge and spin) (kJ/mol) = 81.92
- total charge = 0



(4)
Entry from the Open Molecules 2025 dataset: a cluster of 2 separate species, C5H11NO in total (ωB97M-V/def2-TZVPD).

Last column: natural (NBO) charge in e.
Cartesian coordinates (Å):
C: 0.1002 -0.4536 -3.1445  -0.380
C: 0.0368 0.1743 -1.9759  -0.182
C: 1.2191 0.7482 -1.2578  -0.261
N: 0.9945 2.1179 -0.7880  -0.822
H: -0.7925 -0.8364 -3.6200  0.202
H: 1.0484 -0.5624 -3.6577  0.192
H: -0.9423 0.3045 -1.5187  0.185
H: 1.5244 0.0554 -0.4641  0.172
H: 2.0642 0.7647 -1.9545  0.193
H: 1.7162 2.3682 -0.1237  0.357
H: 0.0995 2.1782 -0.3108  0.348
C: -0.2636 -0.2272 1.5391  -0.732
C: -0.9500 -0.8000 2.7513  0.441
O: -1.3921 -1.9150 2.8000  -0.511
H: 0.5870 -0.8554 1.2793  0.243
H: 0.0921 0.7778 1.7607  0.213
H: -0.9554 -0.2007 0.7012  0.242
H: -1.0474 -0.1277 3.6209  0.100

- SMILES = C=CCN.CC=O
- total energy (eV) = -8899.489
- gap between HOMO and LUMO (eV) = 10.214
- spin multiplicity = 1
- M (Da) = 101.149
- lowest unoccupied orbital energy (eV) = 0.78
- relative energy (zero: lowest compared OMol25 entry of this formula, charge and spin) (kJ/mol) = 213.11
- total charge = 0



Which value of M does entry 4 give? 101.149 Da



What is the formula in the second record? CH2N3O3